C29H43CuO5Si | ωB97M-V/def2-TZVPD

Properties
* HOMO energy (alpha / beta): -0.120 / -0.152 hartree
* 2S+1: 2
* charge: -1
* expectation value of S²: 0.76
* orbital gap (alpha / beta): 6.07 / 6.94 eV

Element x y z (Å)
Cu  1.020  0.548  0.751
Si  -1.163  -1.355  0.010
O  1.955  -1.094  1.220
O  2.460  0.549  -1.020
O  -0.456  1.820  0.691
O  2.164  2.346  1.530
O  -2.913  5.634  -0.636
C  -1.670  3.686  0.058
C  -2.106  -0.843  -1.620
C  -3.126  0.124  1.522
C  3.286  4.174  0.587
C  -1.400  -1.038  2.829
C  3.648  -2.606  1.718
C  -3.263  -2.338  1.786
C  -4.072  4.833  -0.701
C  5.272  -1.564  -0.247
C  0.025  -3.670  1.227
C  -3.507  -1.462  -1.741
C  2.017  3.411  0.932
C  0.783  -3.158  -1.057
C  4.004  -0.981  -0.057
C  3.612  0.146  -0.900
C  -0.436  3.075  0.444
C  -2.245  0.683  -1.689
C  -0.453  -3.165  -0.141
C  -0.617  5.842  -0.218
C  -2.293  -1.164  1.586
C  -1.294  -1.253  -2.855
C  0.721  3.925  0.504
C  -1.755  5.015  -0.259
C  4.879  -3.151  1.487
C  5.718  -2.635  0.484
C  0.576  5.280  0.149
C  3.134  -1.508  0.954
C  4.688  0.880  -1.688
C  -1.460  -4.182  -0.697
H  -3.938  -2.461  0.935
H  -0.283  -0.842  -2.821
H  0.719  -2.966  1.683
H  -1.773  -3.942  -1.715
H  -3.667  0.241  2.470
H  -2.028  -0.839  3.707
H  -0.697  -0.210  2.721
H  0.541  -2.914  -2.089
H  -1.786  -0.860  -3.753
H  -2.939  1.065  -0.942
H  -0.823  -1.941  3.029
H  5.212  -3.990  2.088
H  4.273  1.836  -1.999
H  3.202  5.254  0.670
H  -2.630  0.965  -2.678
H  -4.161  -1.153  -0.926
H  -4.311  4.397  0.274
H  -3.882  -2.152  2.674
H  -4.881  5.491  -1.012
H  -3.479  -2.553  -1.755
H  5.593  1.036  -1.104
H  -1.291  1.183  -1.530
H  1.240  -4.155  -1.052
H  4.081  3.814  1.237
H  -2.527  3.031  0.020
H  -0.995  -5.176  -0.726
H  -2.357  -4.256  -0.079
H  -3.974  -1.131  -2.679
H  4.952  0.313  -2.584
H  -0.800  -3.853  1.917
H  0.550  -4.624  1.088
H  -2.486  0.995  1.382
H  -1.222  -2.335  -2.970
H  1.441  5.927  0.187
H  -0.708  6.890  -0.468
H  -3.873  0.096  0.726
H  -2.746  -3.285  1.943
H  3.548  3.937  -0.448
H  5.917  -1.164  -1.020
H  6.692  -3.068  0.296
H  2.999  -2.992  2.494
H  -3.958  4.025  -1.429
H  1.525  -2.442  -0.707

Atoms 1-2, force components in eV/Å:
Cu -0.817 -0.659 -0.232
Si 0.476 0.395 0.114

Here are the Löwdin charges for atoms 1 to 4, given in e: number 1, Cu, carries 0.40; number 2, Si, carries 0.97; number 3, O, carries -0.14; number 4, O, carries 0.02